# 1
Here is a cluster of 2 separate species, C3H10NO3 in total at a distorted geometry from OMol25. Energies are from ωB97M-V/def2-TZVPD.

Element x y z (Å)
C -3.02892 0.80852 0.16352
C -2.06984 -0.16843 -0.46911
C 0.39462 -0.04957 -0.21303
N 3.22314 -0.71012 0.53770
O 1.42366 0.72237 -0.43220
O 0.47200 -1.04178 0.57521
O -0.73243 0.27637 -0.74229
H -3.82090 0.25407 0.57492
H -2.43523 1.26478 0.92199
H -3.41740 1.67942 -0.48498
H -2.35690 -0.52129 -1.48361
H -1.95902 -1.10811 0.16517
H 3.11868 0.16421 1.12246
H 4.13138 -1.18491 0.80157
H 3.17729 -0.36458 -0.39798
H 1.21597 1.48772 -1.04912
H 2.66388 -1.50868 0.40979

Output
HOMO-LUMO gap (alpha / beta) in Eh: 0.1684 / 0.2664
Spin multiplicity: 3
⟨S²⟩: 2.0060
Highest occupied orbital energy (alpha / beta) in eV: -8.4 / -14.5
Total charge: +1

# 2
Here is a cluster of 3 separate species, C3H10NO4 in total at a distorted geometry from OMol25. Energies are from ωB97M-V/def2-TZVPD.

Element x y z (Å)
C -0.94457 1.81471 -0.37776
N -0.07049 0.68117 -0.40069
C 0.06889 -0.08414 -1.61072
C 0.90468 -1.41843 -1.30587
O 0.46098 -2.43686 -1.85290
O 1.85793 -1.19557 -0.51741
H -1.23624 2.09595 0.64326
H -1.88727 1.55534 -0.86771
H -0.50477 2.74904 -0.73673
H 0.82774 0.78149 0.01983
H 0.36041 0.47791 -2.51835
H -0.92619 -0.45058 -1.92684
H 1.71341 -1.08038 1.67948
H 1.03718 -2.24171 1.25759
O 1.22722 -1.79037 2.10510
H -0.54092 -0.44098 2.29287
H -1.47651 0.51903 1.69722
O -0.87148 0.46439 2.41963

Output
HOMO-LUMO gap in Eh: 0.2968
Spin multiplicity: 1
Highest occupied orbital energy in eV: -4.3
Total charge: -1

# 3
Here is a cluster of 3 separate species, C3H10NO4 in total at a distorted geometry from OMol25. Energies are from ωB97M-V/def2-TZVPD.

Element x y z (Å)
O -0.80262 -2.53829 -0.43495
C -0.72379 -1.61295 0.35229
N -1.13140 -0.32858 0.09986
C -0.98148 0.17567 -1.32639
O 0.10958 0.94670 -1.47796
C -0.27095 -1.85599 1.78665
H -0.59091 0.33147 0.65450
H -1.91506 0.73489 -1.51508
H -0.99929 -0.73525 -1.93093
H -1.04061 -2.40417 2.31009
H 0.63109 -2.46491 1.79878
H -0.07979 -0.91554 2.29223
H 0.59096 2.95737 0.75080
H -0.05641 2.06806 -0.39635
O -0.26050 2.68532 0.40009
H 1.73625 0.97542 -0.92045
H 3.06513 0.93534 -1.66612
O 2.71980 1.04545 -0.77706

Output
HOMO-LUMO gap in Eh: 0.3044
Spin multiplicity: 1
Highest occupied orbital energy in eV: -4.4
Total charge: -1

# 4
Here is a cluster of 2 separate species, C3H10NOP in total at a distorted geometry from OMol25. Energies are from ωB97M-V/def2-TZVPD.

Element x y z (Å)
C -0.92216 1.08809 1.21928
C -0.52027 -2.01163 0.44156
C 0.45231 0.39810 -1.66691
N 0.30980 0.47605 1.23786
O 2.38918 -0.46987 0.09800
P 1.29927 0.47514 -0.06200
H -0.97397 1.84944 1.99169
H -1.36419 1.33339 0.26503
H -1.73416 0.29207 1.57091
H -0.99310 -1.38198 -0.29436
H 0.41331 -2.51601 0.17835
H -0.93123 -2.40829 1.33592
H 0.54373 -0.55098 -2.10309
H -0.66072 0.44228 -1.71409
H 0.92076 1.10315 -2.45119
H 1.77146 1.88105 -0.04698

Output
HOMO-LUMO gap (alpha / beta) in Eh: 0.2832 / 0.3592
Spin multiplicity: 1
Highest occupied orbital energy (alpha / beta) in eV: -9.2 / -10.0

# 5
Here is a cluster of 2 separate species, C3H10NOP in total at a distorted geometry from OMol25. Energies are from ωB97M-V/def2-TZVPD.

Element x y z (Å)
C 1.16701 -1.40781 -1.02807
C -1.39920 1.93971 -1.22437
C 0.96516 -1.22563 0.53834
N -0.36563 0.40522 2.47107
O 1.74312 1.23791 1.41383
P 0.50682 0.52620 0.99709
H 0.32990 -0.89865 -1.62834
H 2.11727 -0.77839 -1.24973
H 1.35856 -2.37720 -1.17182
H -0.92568 1.76131 -2.12574
H -2.43968 1.55971 -1.04177
H -0.99840 2.68388 -0.48437
H 1.77106 -1.38121 1.13444
H 0.02841 -1.81530 0.89773
H 0.08755 1.05385 3.10712
H -1.35739 0.28545 2.57733

Output
HOMO-LUMO gap (alpha / beta) in Eh: 0.2966 / 0.2991
Spin multiplicity: 1
Highest occupied orbital energy (alpha / beta) in eV: -8.9 / -8.1

# 6
Here is a cluster of 2 separate species, C3H10NOS in total at a distorted geometry from OMol25. Energies are from ωB97M-V/def2-TZVPD.

Element x y z (Å)
C -1.83688 -0.60795 0.66347
S -2.09187 1.10146 0.13209
C -0.32419 1.45072 -0.23550
H -1.55836 -1.24517 -0.18327
H -2.76811 -0.99112 1.07837
H -0.95485 -0.75755 1.29015
H 0.23292 1.34878 0.68781
H 0.01911 0.78007 -1.01445
H -0.25179 2.47885 -0.59768
N 2.60520 -0.18821 -1.01339
C 2.19738 -1.49623 -0.18780
O 1.18099 -1.30528 0.60186
H 2.34029 0.59468 -0.42810
H 3.58028 -0.06693 -1.25874
H 2.07629 -2.18815 -1.03822
H 3.15938 -1.77762 0.33662

Output
HOMO-LUMO gap in Eh: 0.2270
Spin multiplicity: 1
Highest occupied orbital energy in eV: -2.8
Total charge: -1

# 7
Here is a structure of composition C3H10NOS at a distorted geometry from OMol25. Energies are from ωB97M-V/def2-TZVPD.

Element x y z (Å)
C 0.57860 -1.23737 -0.03132
C 0.75806 0.27243 -0.08012
C -0.18207 1.10561 -0.96875
S -1.89066 0.57701 -1.10803
N 2.43008 0.47500 0.10179
H 0.77524 -1.74279 -0.97622
H 1.08619 -1.69277 0.80843
H -0.48820 -1.40789 0.11859
H 0.41809 0.53599 0.91839
H 0.24771 1.22163 -1.96991
H -0.03405 2.11700 -0.56793
H 1.87925 0.30192 -0.80887
H 2.54549 1.49306 0.03682
H -3.38761 -0.95273 1.80812
H -2.29511 -0.28554 0.93713
O -2.44102 -0.78055 1.78189

Output
HOMO-LUMO gap in Eh: 0.2576
Spin multiplicity: 1
Highest occupied orbital energy in eV: -3.1
Total charge: -1

# 8
Here is a cluster of 2 separate species, C3H10NOS in total at a distorted geometry from OMol25. Energies are from ωB97M-V/def2-TZVPD.

Element x y z (Å)
C -0.19669 -3.12279 -0.84736
S -1.23416 -2.01565 0.20428
C -0.07438 -0.73309 0.57951
H 0.87359 -2.93461 -0.58823
H -0.43965 -4.12640 -0.53140
H -0.41715 -3.03563 -1.90440
H 0.71257 -0.73131 -0.23823
H 0.29702 -0.96486 1.55875
H -0.40141 0.29068 0.43922
N 0.03796 2.69641 1.14934
C 0.09650 2.53849 -0.44814
O 0.64070 1.44658 -0.94339
H 0.97894 2.56877 1.49623
H -0.56431 1.92662 1.42448
H 0.67497 3.48179 -0.62154
H -0.98450 2.71499 -0.72912

Output
HOMO-LUMO gap in Eh: 0.2261
Spin multiplicity: 1
Highest occupied orbital energy in eV: -2.8
Total charge: -1

# 9
Here is a cluster of 2 separate species, C3H10NOS in total at a distorted geometry from OMol25. Energies are from ωB97M-V/def2-TZVPD.

Element x y z (Å)
C 0.22102 -0.17344 -2.02948
C -0.65930 0.88485 -1.39181
S 0.46919 2.22336 -0.78976
H 0.52115 -0.92459 -1.19581
H 1.09295 0.39789 -2.51224
H -0.25752 -0.83207 -2.82904
H -1.19967 1.41758 -2.08180
H -1.32984 0.53262 -0.54029
H -0.38601 2.59676 0.23094
N 0.15749 -0.79629 2.81194
C 0.38807 -1.15928 1.29704
O -0.73543 -1.44336 0.51583
H 0.47632 0.13811 2.99797
H -0.79281 -0.87686 3.14655
H 0.78921 -0.11371 0.91177
H 1.24519 -1.87156 1.45820

Output
HOMO-LUMO gap (alpha / beta) in Eh: 0.3641 / 0.2659
Spin multiplicity: 2
⟨S²⟩: 0.7559
Highest occupied orbital energy (alpha / beta) in eV: -9.2 / -9.2

# 10
Here is a cluster of 2 separate species, C3H10NOS2 in total from OMol25. Energies are from ωB97M-V/def2-TZVPD.

Element x y z (Å)
C -1.46056 1.68615 -0.53110
S -1.20531 2.51343 1.05723
S 0.79965 2.85808 1.06160
C 1.47434 1.26841 1.58854
H -1.17432 2.35355 -1.35027
H -0.87425 0.73703 -0.56963
H -2.51017 1.43787 -0.55375
H 1.15941 0.48825 0.88737
H 2.55689 1.38251 1.61234
H 1.17101 0.99102 2.59971
N 0.46136 -2.97837 -1.19204
C -0.45599 -1.95392 -0.59961
O 0.11456 -0.79779 -0.26909
H 1.23123 -3.09398 -0.55448
H 0.84400 -2.54644 -2.01676
H -1.19778 -1.84065 -1.41566
H -0.93404 -2.50516 0.24560

Output
HOMO-LUMO gap in Eh: 0.2405
Spin multiplicity: 1
Highest occupied orbital energy in eV: -3.2
Total charge: -1

# 11
Here is a cluster of 2 separate species, C3H10NP in total at a distorted geometry from OMol25. Energies are from ωB97M-V/def2-TZVPD.

Element x y z (Å)
C 2.15056 0.27952 -0.89985
C -1.50004 -1.28819 -0.60466
C -0.61716 0.93803 1.34754
N 0.94068 -0.33108 -0.86830
P -0.12776 -0.49085 0.29699
H 2.67727 0.04907 -1.90758
H 2.88846 -0.23183 -0.25788
H 2.21046 1.35018 -0.88599
H -1.00060 -1.93131 -1.27067
H -2.23592 -1.81018 0.03426
H -2.04175 -0.55142 -1.11894
H -1.37076 0.73292 1.99350
H 0.20306 1.20681 1.93807
H -0.81984 1.81362 0.73275
H 0.02557 -1.61263 2.71430

Output
HOMO-LUMO gap (alpha / beta) in Eh: 0.2627 / 0.3195
Spin multiplicity: 1
Highest occupied orbital energy (alpha / beta) in eV: -7.5 / -9.0

# 12
Here is a cluster of 2 separate species, C3H10NS in total at a distorted geometry from OMol25. Energies are from ωB97M-V/def2-TZVPD.

Element x y z (Å)
C -1.98346 1.12249 0.96972
S -2.44601 0.17305 -0.54198
H -0.95822 1.48335 0.96563
H -2.66504 1.95046 1.14421
H -2.18531 0.41587 1.82380
C 1.83367 0.03243 0.07338
C 1.08491 -0.70196 -1.06189
N 0.01240 -1.44647 -0.37573
H 2.18836 -0.54621 0.91315
H 2.70836 0.57554 -0.27428
H 1.14347 0.80011 0.72321
H 0.66916 0.13319 -1.69091
H 1.75802 -1.23882 -1.72345
H -0.63887 -0.81778 0.13436
H -0.52143 -1.93525 -1.07922

Output
HOMO-LUMO gap in Eh: 0.2338
Spin multiplicity: 1
Highest occupied orbital energy in eV: -2.2
Total charge: -1

Record-wise ΔE to the lowest compared entry with this formula, charge and spin values, in eV: 0.938; 1.441; 1.169; 4.669; 3.713; 1.933; 2.868; 2.373; 2.419; 1.513; 4.706; 1.486
Record-wise molecular weight values, in g mol⁻¹: 108.12; 124.12; 124.12; 107.09; 107.09; 108.19; 108.19; 108.19; 108.19; 140.25; 91.09; 92.19